Entry from OMol25: 3 unconnected molecules or ions with the total composition C5H14NO3 at a distorted geometry (the ωB97M-V functional and the def2-TZVPD basis).

For the energy above the lowest of the compared OMol25 structures with the same formula, charge and spin, the calculation gives 2.484 eV. Its LUMO energy is -2.85 eV. As for the gap between HOMO and LUMO: 0.3990 Eh. The calculated total energy comes out at -479.0895 Ha. As for the net charge: +1.

Geometry (Å):
O: -0.98 -0.38 1.71
C: -0.08 -0.12 2.51
C: 1.26 0.35 1.96
C: 1.41 0.78 0.45
C: 1.03 -0.13 -0.71
C: 1.77 -0.46 -1.75
N: -0.37 -0.55 -0.78
H: -0.18 -0.26 3.60
H: 1.97 -0.44 1.91
H: 1.57 1.24 2.57
H: 0.82 1.74 0.35
H: 2.38 1.18 0.21
H: 1.39 -0.87 -2.78
H: 2.82 -0.35 -2.03
H: -0.60 -1.43 -0.36
H: -0.50 -0.70 -1.78
H: -1.06 0.17 -0.42
H: -1.61 2.92 -0.48
H: -2.58 2.05 0.31
O: -1.68 2.16 0.10
H: -2.97 -1.88 -1.51
H: -1.76 -2.98 -1.47
O: -2.04 -2.05 -1.61



Entry from OMol25: a single C5H14NOP molecule (the ωB97M-V functional and the def2-TZVPD basis).

For the energy above the lowest of the compared OMol25 structures with the same formula, charge and spin, the calculation gives 0.551 eV. Its LUMO energy is 1.14 eV. As for the gap between HOMO and LUMO: 0.3324 Eh. The calculated total energy comes out at -670.2325 Ha. The structure (SMILES) is COCCNP(C)C.

Geometry (Å):
C: 2.97 -0.78 0.38
O: 1.89 0.07 0.69
C: 1.56 0.92 -0.39
C: 0.35 1.76 -0.01
N: -0.92 1.10 -0.32
P: -1.47 -0.13 0.79
C: -3.21 -0.18 0.21
C: -0.87 -1.65 -0.06
H: 3.19 -1.36 1.28
H: 2.73 -1.47 -0.44
H: 3.86 -0.20 0.10
H: 1.31 0.32 -1.28
H: 2.42 1.56 -0.65
H: 0.39 2.70 -0.55
H: 0.44 1.98 1.07
H: -1.65 1.79 -0.46
H: -3.26 -0.34 -0.87
H: -3.70 0.77 0.45
H: -3.74 -0.97 0.72
H: -0.99 -1.55 -1.14
H: 0.17 -1.85 0.19
H: -1.48 -2.49 0.29



Entry from OMol25: 2 unconnected molecules or ions with the total composition C5H14NOS at a distorted geometry (the ωB97M-V functional and the def2-TZVPD basis).

For the energy above the lowest of the compared OMol25 structures with the same formula, charge and spin, the calculation gives 3.053 eV. Its LUMO energy is 3.32 eV. As for the gap between HOMO and LUMO: 0.2085 Eh. The calculated total energy comes out at -727.0192 Ha. As for the net charge: -1.

Geometry (Å):
C: 0.94 -1.44 0.24
C: 1.16 -2.00 -1.16
S: -0.27 -2.89 -1.84
C: 1.32 0.12 0.40
N: 0.47 1.12 -0.41
C: -0.72 0.62 -0.96
C: 0.19 2.38 0.52
H: 1.57 -1.96 1.02
H: -0.03 -1.44 0.68
H: 1.37 -1.21 -1.84
H: 1.96 -2.82 -1.20
H: 2.19 0.28 -0.28
H: 1.32 0.43 1.35
H: -1.42 -0.05 -0.37
H: -0.37 0.08 -1.89
H: -1.25 1.53 -1.26
H: 1.10 2.91 0.89
H: -0.50 3.09 0.09
H: -0.33 2.11 1.51
H: -2.75 -1.01 1.45
H: -2.70 0.41 1.44
O: -3.25 -0.26 1.62



Entry from OMol25: a gas-phase ion, C5H14NS (charge +1) at a distorted geometry (the ωB97M-V functional and the def2-TZVPD basis).

For the energy above the lowest of the compared OMol25 structures with the same formula, charge and spin, the calculation gives 0.468 eV. Its LUMO energy is -3.18 eV. As for the gap between HOMO and LUMO: 0.3449 Eh. The calculated total energy comes out at -651.5953 Ha. The structure (SMILES) is CSCC[C@H](C)[NH3+]. As for the net charge: +1.

Geometry (Å):
C: 3.01 -1.43 1.05
S: 1.34 -1.30 0.32
C: 0.98 0.42 0.87
C: -0.35 1.03 0.43
C: -0.88 0.39 -0.89
C: -2.04 1.24 -1.42
N: -1.43 -0.97 -0.50
H: 3.70 -1.73 0.26
H: 3.01 -2.24 1.77
H: 3.29 -0.49 1.48
H: 1.84 1.03 0.58
H: 1.02 0.35 1.96
H: -0.29 2.09 0.22
H: -1.08 0.80 1.20
H: -0.19 0.22 -1.69
H: -2.92 1.18 -0.77
H: -2.40 0.96 -2.40
H: -1.74 2.28 -1.46
H: -2.31 -0.81 0.00
H: -1.71 -1.64 -1.22
H: -0.84 -1.39 0.22



Entry from OMol25: 2 unconnected molecules or ions with the total composition C5H14NS2 at a distorted geometry (the ωB97M-V functional and the def2-TZVPD basis).

For the energy above the lowest of the compared OMol25 structures with the same formula, charge and spin, the calculation gives 1.476 eV. Its LUMO energy is -3.25 eV. As for the gap between HOMO and LUMO: 0.3206 Eh. The calculated total energy comes out at -1049.7575 Ha. As for the net charge: +1.

Geometry (Å):
C: 1.58 -2.02 -0.96
S: -0.16 -1.55 -0.93
S: -0.62 -1.69 1.11
C: -1.82 -0.34 1.25
H: 2.07 -1.41 -0.14
H: 1.71 -3.11 -0.87
H: 2.00 -1.67 -1.93
H: -2.70 -0.44 0.62
H: -2.20 -0.35 2.30
H: -1.38 0.68 1.11
C: -0.60 3.26 -0.11
C: 0.55 2.24 -0.08
C: 1.18 1.88 1.05
N: 0.73 1.46 -1.28
H: -0.82 3.59 0.92
H: -0.42 4.17 -0.72
H: -1.48 2.76 -0.56
H: 1.93 1.08 1.12
H: 0.91 2.38 1.98
H: 0.31 1.97 -2.07
H: 0.36 0.49 -1.15
H: 1.73 1.32 -1.44



Entry from OMol25: 2 unconnected molecules or ions with the total composition C5H14NSe at a distorted geometry (the ωB97M-V functional and the def2-TZVPD basis).

For the energy above the lowest of the compared OMol25 structures with the same formula, charge and spin, the calculation gives 2.786 eV. Its LUMO energy (spin up / spin down) is -3.65 / -3.65 eV. As for the gap between HOMO and LUMO (spin up / spin down): 0.2969 / 0.2968 Eh. The calculated total energy comes out at -2654.6696 Ha. As for the net charge: +1.

Geometry (Å):
C: -1.18 2.22 -0.09
C: -1.83 0.18 1.31
C: 2.64 -3.19 0.17
C: -1.47 0.03 -1.04
C: 0.99 -0.58 -0.91
N: -1.58 0.81 0.05
Se: 1.24 -1.92 0.37
H: -0.20 2.40 0.33
H: -1.33 2.54 -1.17
H: -1.71 2.72 0.61
H: -1.43 -0.76 1.29
H: -1.42 0.63 2.17
H: -2.88 0.27 1.44
H: 3.77 -2.90 0.06
H: 2.53 -3.85 0.96
H: 2.61 -3.89 -0.67
H: -1.80 -1.00 -1.00
H: -1.42 0.42 -2.01
H: 1.34 0.40 -0.42
H: 1.22 -0.78 -1.94
H: 0.33 -2.97 -0.16